Record 1
A 2-piece molecular cluster, C32H28F6NO overall at a distorted geometry, computed with ωB97M-V with the def2-TZVPD basis set.

Structure (ORCA input):
```
! RIJCOSX wB97M-V def2-TZVPD def2/J DEFGRID3
* xyz 1 1
F -5.43 3.81 -3.23
C -5.37 2.63 -3.91
F -6.28 1.79 -3.32
F -5.82 2.87 -5.18
C -3.98 2.05 -3.91
C -3.81 0.69 -3.68
C -2.54 0.18 -3.57
C -1.39 1.02 -3.69
C -0.13 0.44 -3.37
C 1.15 1.03 -3.57
C 1.42 2.42 -3.38
C 2.70 2.92 -3.53
C 3.75 2.05 -3.79
C 5.16 2.57 -3.85
F 6.05 1.69 -3.28
F 5.57 2.76 -5.14
F 5.31 3.76 -3.20
C 3.54 0.69 -3.99
C 2.26 0.19 -3.89
C -1.61 2.36 -4.13
C -2.89 2.88 -4.17
H -4.68 0.04 -3.57
H -2.40 -0.88 -3.38
H -0.14 -0.63 -3.17
H 0.62 3.09 -3.08
H 2.88 3.99 -3.43
H 4.38 0.03 -4.21
H 2.08 -0.87 -4.08
H -0.78 2.98 -4.45
H -3.05 3.94 -4.39
O -1.16 -2.05 1.71
C -0.17 -1.62 2.64
C 0.09 -2.88 3.48
C -0.14 -4.10 2.86
C 0.02 -5.29 3.57
C 0.45 -5.26 4.90
C 0.69 -4.03 5.52
C 0.50 -2.84 4.82
C 1.08 -1.14 1.88
C 0.92 -0.44 0.69
C 2.04 -0.02 -0.04
C 3.33 -0.32 0.42
C 3.49 -0.98 1.64
C 2.37 -1.37 2.39
C -0.68 -0.41 3.41
C -1.84 -0.66 4.39
C -2.56 0.70 4.44
C -2.11 1.47 3.18
N -1.21 0.57 2.47
H -1.61 -1.25 1.36
H -0.47 -4.12 1.82
H -0.19 -6.24 3.07
H 0.60 -6.19 5.45
H 1.03 -4.00 6.56
H 0.68 -1.87 5.31
H -0.07 -0.21 0.31
H 1.89 0.55 -0.96
H 4.20 -0.03 -0.17
H 4.49 -1.21 2.02
H 2.49 -1.85 3.36
H 0.17 0.03 3.98
H -2.50 -1.44 3.97
H -1.47 -1.00 5.36
H -3.64 0.58 4.47
H -2.24 1.25 5.33
H -2.96 1.76 2.55
H -1.58 2.40 3.46
H -0.50 1.05 1.93
*
```

Output
Energy relative to the best compared isomer or geometry (same formula, charge and spin), kJ/mol: 0.0
HOMO-LUMO gap, eV: 3.99
E_HOMO, hartree: -0.394
E_tot, Ha: -1965.13309

Atomic charges from the Löwdin analysis, expressed in e, are listed below:
1. F 0.1389
2. C -0.5058
3. F 0.1348
4. F 0.1434
5. C -0.0610
6. C 0.0349
7. C 0.0427
8. C -0.1610
9. C 0.1421
10. C -0.1898
11. C 0.0171
12. C 0.0369
13. C -0.0717
14. C -0.5089
15. F 0.1321
16. F 0.1411
17. F 0.1365
18. C 0.0310
19. C 0.0292
20. C 0.0411
21. C 0.0393
22. H 0.1414
23. H 0.1365
24. H 0.1473
25. H 0.1188
26. H 0.1406
27. H 0.1440
28. H 0.1366
29. H 0.1169
30. H 0.1448
31. O -0.0288
32. C -0.3870
33. C -0.1580
34. C -0.0160
35. C -0.0645
36. C -0.0845
37. C -0.0723
38. C -0.0482
39. C -0.1292
40. C -0.0534
41. C -0.0835
42. C -0.0882
43. C -0.0614
44. C 0.0006
45. C -0.2845
46. C -0.1122
47. C -0.1531
48. C -0.1919
49. N -0.0335
50. H 0.0950
51. H 0.1186
52. H 0.1049
53. H 0.1038
54. H 0.1064
55. H 0.1152
56. H 0.1003
57. H 0.0725
58. H 0.0990
59. H 0.1095
60. H 0.1165
61. H 0.1626
62. H 0.1309
63. H 0.1094
64. H 0.1069
65. H 0.1087
66. H 0.1045
67. H 0.1124
68. H 0.1030


Record 2
One molecule with the formula C3H10NS2 at a distorted geometry, computed with ωB97M-V with the def2-TZVPD basis set.

Structure (ORCA input):
```
! RIJCOSX wB97M-V def2-TZVPD def2/J DEFGRID3
* xyz 0 2
N 0.53 0.45 -1.00
C -0.13 -0.52 -0.14
C -1.13 -1.40 -0.89
C -0.60 -0.07 1.22
S 1.15 0.27 2.02
S 1.58 2.15 1.17
H 1.11 0.04 -1.73
H -0.20 0.87 -1.53
H 1.07 1.14 -0.46
H 0.64 -1.22 0.07
H -0.78 -1.53 -1.95
H -1.08 -2.30 -0.29
H -2.17 -1.02 -0.96
H -1.20 0.93 1.15
H -1.30 -0.87 1.64
H 2.48 3.08 1.69
*
```

Output
<S²>: 0.754
Energy relative to the best compared isomer or geometry (same formula, charge and spin), kJ/mol: 199.7
HOMO-LUMO gap (alpha / beta), eV: 4.44 / 6.85
E_HOMO (alpha / beta), hartree: -0.162 / -0.254
E_tot, Ha: -971.27387

Atomic charges from the Löwdin analysis, expressed in e, are listed below:
1. N 0.1581
2. C -0.5725
3. C -0.0542
4. C -0.4587
5. S 0.2755
6. S 0.1005
7. H 0.1735
8. H 0.1480
9. H -0.0635
10. H 0.0838
11. H 0.0889
12. H 0.0823
13. H 0.0879
14. H 0.0991
15. H 0.0920
16. H -0.2410


Record 3
C12H23CrN2O2P2S as an isolated structure at a distorted geometry, computed with ωB97M-V with the def2-TZVPD basis set.

Structure (ORCA input):
```
! RIJCOSX wB97M-V def2-TZVPD def2/J DEFGRID3
* xyz 2 4
Cr 0.85 0.12 0.41
P 0.25 2.44 0.34
C -1.50 2.05 0.01
C -1.59 1.09 -1.16
N -0.67 0.09 -1.12
C -0.76 -0.94 -2.00
C -1.76 -0.97 -2.97
C -2.68 0.07 -3.05
C -2.59 1.11 -2.12
C 0.18 -2.11 -1.83
P 0.91 -2.14 -0.15
H -3.28 1.95 -2.11
H -1.79 -1.84 -3.62
H -3.46 0.05 -3.80
H -0.41 -3.04 -1.94
H 0.98 -2.11 -2.60
H -1.86 1.52 0.93
H -2.09 2.96 -0.15
H -1.15 -0.60 3.04
O -1.47 0.16 2.46
H -2.44 0.16 2.49
H 0.66 -1.47 3.17
O -0.20 -1.85 3.46
H 0.00 -2.35 4.28
C -0.30 -3.09 0.75
H -0.46 -4.06 0.27
H 0.00 -3.24 1.79
H -1.25 -2.53 0.78
C 2.47 -3.04 -0.27
H 2.93 -3.01 0.72
H 2.33 -4.08 -0.60
H 3.16 -2.50 -0.95
C 0.95 3.43 -0.98
H 0.51 4.43 -1.01
H 2.03 3.49 -0.78
H 0.82 2.93 -1.94
C 0.23 3.40 1.86
H 1.26 3.38 2.23
H -0.10 4.43 1.66
H -0.41 2.89 2.59
S 5.22 1.51 0.80
C 3.78 0.91 0.62
N 2.70 0.41 0.48
*
```

Output
<S²>: 4.027
HOMO-LUMO gap (alpha / beta), eV: 5.88 / 8.46
E_HOMO (alpha / beta), hartree: -0.551 / -0.567
E_tot, Ha: -2855.90866

Atomic charges from the Löwdin analysis, expressed in e, are listed below:
1. Cr 0.6239
2. P 0.8205
3. C -0.2556
4. C -0.3002
5. N 0.0036
6. C -0.2845
7. C 0.0153
8. C 0.0167
9. C 0.0238
10. C -0.2371
11. P 0.8076
12. H 0.1353
13. H 0.1379
14. H 0.1363
15. H 0.1129
16. H 0.1217
17. H 0.0811
18. H 0.1166
19. H 0.0200
20. O -0.1014
21. H 0.0700
22. H 0.0803
23. O -0.0589
24. H 0.1147
25. C -0.2306
26. H 0.0762
27. H 0.0356
28. H 0.0673
29. C -0.2202
30. H 0.0617
31. H 0.0790
32. H 0.0670
33. C -0.2067
34. H 0.0754
35. H 0.0619
36. H 0.0639
37. C -0.2119
38. H 0.0611
39. H 0.0779
40. H 0.0605
41. S 0.8707
42. C -0.8671
43. N -0.1221


Record 4
A 2-piece molecular cluster, C6H14N2O2 overall at a distorted geometry, computed with ωB97M-V with the def2-TZVPD basis set.

Structure (ORCA input):
```
! RIJCOSX wB97M-V def2-TZVPD def2/J DEFGRID3
* xyz 1 2
C -0.01 2.85 0.23
C -0.50 0.85 -2.99
C -0.67 2.36 -1.03
O -1.66 2.81 -1.51
N -0.13 1.16 -1.65
H 1.08 2.80 0.21
H 0.56 0.64 -1.12
H -1.58 0.61 -2.91
H -0.40 3.85 0.36
H -0.45 2.23 1.02
H -0.39 1.69 -3.66
H -0.08 -0.09 -3.33
C 2.24 -2.26 0.43
C -1.04 -1.06 1.91
C 0.13 -1.99 1.73
O 0.38 -2.89 2.49
N 0.93 -1.72 0.64
H 0.55 -1.06 -0.01
H 3.04 -1.55 0.34
H -1.73 -1.48 2.63
H 2.49 -2.87 1.31
H 2.23 -3.09 -0.29
H -0.63 -0.09 2.21
H -1.61 -0.83 0.99
*
```

Output
<S²>: 0.762
Energy relative to the best compared isomer or geometry (same formula, charge and spin), kJ/mol: 178.4
HOMO-LUMO gap (alpha / beta), eV: 8.91 / 3.56
E_HOMO (alpha / beta), hartree: -0.471 / -0.471
E_tot, Ha: -496.66383

Atomic charges from the Löwdin analysis, expressed in e, are listed below:
1. C 0.0484
2. C 0.0256
3. C -0.4100
4. O 0.2085
5. N 0.2129
6. H 0.1035
7. H 0.1605
8. H 0.1575
9. H 0.1102
10. H 0.1015
11. H 0.1384
12. H 0.1208
13. C -0.0783
14. C -0.0032
15. C -0.5418
16. O 0.0967
17. N -0.0209
18. H 0.0692
19. H 0.0746
20. H 0.0902
21. H 0.0933
22. H 0.0928
23. H 0.0765
24. H 0.0732